# 1
13
Properties=species:S:1:pos:R:3:forces:R:3 method="wB97M-V/def2-TZVPD" molar_mass_g_mol=85.106 e_homo_ev="-7.0 / -6.9"
O 1.5500 0.1095 1.1305 -0.029 0.252 -0.073
C 1.0404 0.2348 -0.1556 0.438 -0.485 -0.208
C 0.0716 -0.8270 -0.4931 -0.340 -0.025 0.026
C -1.3272 -0.6168 0.1832 0.068 -0.165 -0.052
C -1.6544 0.8543 0.1439 0.727 0.266 -0.118
N -0.7633 1.6621 -0.0551 -0.498 -0.045 0.103
H 2.2465 0.7634 1.2621 -0.113 -0.134 0.008
H 1.7981 0.4689 -0.9174 -0.264 0.050 0.211
H 0.0848 2.1468 -0.2985 -0.217 -0.123 0.048
H 0.4261 -1.8148 -0.1671 0.043 0.181 -0.041
H -0.0644 -0.8532 -1.5799 0.035 0.015 0.170
H -1.3024 -0.9068 1.2422 -0.006 0.076 -0.160
H -2.1057 -1.2212 -0.2952 0.156 0.138 0.085

---

# 2
17
Properties=species:S:1:pos:R:3:forces:R:3 method="wB97M-V/def2-TZVPD" molar_mass_g_mol=102.133 e_homo_ev=-9.4 smiles="CCO[C@@H](C)C=O"
C 2.3240 -0.9127 -0.2539 -0.001 0.052 -0.007
C 1.0187 -1.0364 0.5283 0.119 -0.150 0.017
O 0.3017 0.2031 0.4453 0.044 0.363 0.177
C -1.0952 0.2420 0.1691 -0.111 -0.032 -0.005
C -1.7038 1.5369 0.7189 0.064 -0.060 -0.014
C -1.1349 0.2299 -1.3522 0.039 -0.376 -0.342
O -1.0994 -0.7685 -2.0273 -0.150 0.321 0.272
H 2.7047 0.1043 -0.1314 0.047 -0.111 0.009
H 3.0812 -1.6091 0.1278 -0.214 0.095 -0.047
H 2.1986 -1.1050 -1.3250 -0.116 0.083 0.200
H 0.4509 -1.9076 0.1807 -0.224 0.342 -0.080
H 1.2428 -1.2043 1.5886 -0.054 0.043 -0.066
H -1.6169 -0.6333 0.5727 0.152 -0.025 -0.057
H -2.7959 1.4640 0.8192 0.295 -0.156 -0.060
H -1.2829 1.7682 1.7003 -0.044 -0.077 -0.114
H -1.5085 2.3859 0.0504 0.135 -0.180 0.163
H -1.0852 1.2423 -1.8115 0.017 -0.130 -0.047

---

# 3
45
Properties=species:S:1:pos:R:3:forces:R:3 method="wB97M-V/def2-TZVPD" multiplicity=3 molar_mass_g_mol=378.071 e_homo_ev="-6.7 / -8.3" s2=2.010
H 1.0232 3.1393 0.1189 -0.027 -0.189 -0.036
N 0.5627 1.5855 -1.2641 0.454 0.992 -1.037
B 0.1424 0.2333 -3.3731 -0.009 0.210 0.865
N 0.5187 1.5533 -2.6454 0.146 0.490 1.107
C 0.8125 2.7674 -3.1439 -0.083 -0.301 0.804
Ti -0.0708 -0.2014 -0.0957 0.125 0.169 0.041
H 0.7722 2.9181 -4.2125 0.137 0.135 0.115
C 1.0798 3.6156 -2.0709 0.003 -0.208 -0.125
H 1.3610 4.6474 -2.1172 0.033 0.217 -0.046
C 0.9191 2.8405 -0.9125 -0.366 -0.743 -1.403
H 0.2020 0.3738 -4.5607 -0.046 -0.097 0.009
C -0.6851 -1.9830 0.7862 -0.060 -1.016 0.523
H -0.6742 -2.0463 1.8842 -0.145 -0.282 -0.391
H -0.0032 -2.7450 0.3735 -0.148 -0.046 0.177
H -1.6925 -2.2154 0.4044 0.192 -0.001 0.201
N -1.3112 -0.1069 -2.9036 -0.670 -0.242 1.093
N 1.1477 -0.8441 -2.8666 0.352 -0.395 1.089
N -1.6016 -0.2684 -1.5519 -0.915 -0.302 -1.658
N 1.2826 -1.1122 -1.5065 0.687 -0.839 -1.590
C -2.4454 -0.2032 -3.6174 0.227 -0.137 0.794
C 2.0206 -1.5939 -3.5641 -0.245 -0.182 0.580
H -2.4036 -0.0513 -4.6846 -0.161 -0.119 0.028
H 2.0780 -1.4943 -4.6439 0.004 -0.108 0.311
C -3.4984 -0.4769 -2.7417 0.426 0.145 -0.109
C 2.7053 -2.4168 -2.6704 -0.139 0.314 -0.102
C -2.9370 -0.5055 -1.4590 1.355 0.345 -1.194
C 2.2278 -2.0771 -1.3955 -0.840 0.921 -1.108
H -4.5199 -0.6383 -3.0125 -0.270 0.007 -0.021
H 3.4375 -3.1624 -2.9178 0.113 0.001 0.008
H -3.4126 -0.6893 -0.5085 0.157 0.044 0.003
H 2.5079 -2.4780 -0.4340 -0.092 0.088 0.001
H -1.0932 2.1819 1.3838 0.241 -0.224 -0.107
C -0.6062 1.2086 1.2705 0.509 -0.549 2.163
C -0.0097 0.3661 2.0748 -0.763 2.058 -0.988
C 0.1276 0.1114 3.4965 -0.066 -0.334 1.205
C -0.9159 0.6067 4.3191 0.281 -0.212 -0.084
C -0.8507 0.5189 5.7086 0.244 0.075 -0.218
C 0.2635 -0.0650 6.3202 0.037 -0.014 -0.350
C 1.2691 -0.6368 5.5251 -0.180 0.328 0.076
C 1.2109 -0.5464 4.1291 -0.331 0.135 -0.284
H -1.7708 1.0769 3.8280 0.254 -0.135 0.216
H -1.6559 0.9447 6.3091 0.241 -0.136 -0.126
H 0.3549 -0.0397 7.4094 -0.044 -0.224 -0.385
H 2.1169 -1.1213 6.0189 -0.261 0.173 -0.303
H 2.0137 -0.9704 3.5138 -0.355 0.190 0.255